(1)
Computed, not measured: 2 unconnected molecules or ions with the total composition C5H16N3, with ωB97M-V/def2-TZVPD.

Output
Net charge: +1
Gap between HOMO and LUMO: 10.99 eV

The geometry in XYZ format:
```
24
Properties=species:S:1:pos:R:3:forces:R:3
C -2.032 -1.626 -1.511 -0.16 -1.15 -0.33
C -1.882 0.730 -0.875 -0.87 0.85 0.09
N -2.562 -0.392 -0.969 0.26 -0.50 -0.79
N -0.636 0.805 -1.273 1.44 -0.48 -0.46
N -2.496 1.862 -0.454 -0.34 0.43 0.90
H -3.544 -0.392 -0.802 -0.50 0.29 0.27
H -0.230 0.116 -1.889 -0.16 -0.27 0.32
H 0.000 1.552 -1.057 -0.39 0.40 0.09
H -3.478 1.862 -0.223 -0.07 -0.55 -0.15
H -2.038 2.471 0.214 0.52 0.00 -0.47
H -2.690 -2.446 -1.218 0.13 0.15 0.47
H -1.036 -1.830 -1.130 0.02 0.02 0.11
H -2.042 -1.751 -2.600 0.15 0.82 -0.03
C 2.723 -0.535 1.182 -0.75 -0.26 0.27
C 2.964 0.967 1.056 0.35 -0.04 0.47
C 1.251 -0.791 1.565 -0.65 -1.48 -1.74
H 3.339 -1.032 1.929 0.39 0.30 -0.09
H 2.939 -0.979 0.216 0.08 -0.33 -0.05
H 3.029 1.446 2.036 -0.10 -0.03 -0.02
H 3.896 1.195 0.539 -0.09 0.00 -0.09
H 0.946 -1.647 2.172 0.87 0.37 0.87
H 0.655 -1.135 0.692 0.36 0.66 -0.31
H 2.127 1.434 0.531 0.09 0.05 -0.16
H 0.797 0.115 1.870 -0.59 0.76 0.82
```
Forces are in eV/Å.

(2)
Computed, not measured: a molecular structure, C4H8N2O, with ωB97M-V/def2-TZVPD.

Output
Gap between HOMO and LUMO: 10.34 eV

The geometry in XYZ format:
```
15
Properties=species:S:1:pos:R:3:forces:R:3
C 1.819 -0.034 0.495 -0.13 0.30 -0.04
C 0.819 -0.364 -0.580 0.08 0.96 -0.70
O 0.090 -1.569 -0.242 -0.06 0.14 -0.14
C -1.025 -0.819 -0.050 -1.35 -0.58 -0.13
N -2.027 -1.045 0.654 -0.53 -0.38 0.20
C -0.619 0.427 -0.726 1.30 -0.27 -0.04
N -0.949 1.634 -0.048 0.63 0.41 0.39
H 1.334 0.090 1.467 0.07 0.01 -0.06
H 2.322 0.894 0.223 0.06 0.07 0.14
H 2.575 -0.827 0.574 -0.28 0.16 -0.05
H 1.302 -0.482 -1.542 0.18 -0.09 -0.23
H -1.939 -1.981 1.032 -0.17 -0.25 0.39
H -0.898 0.517 -1.784 0.19 -0.38 0.29
H -1.789 2.105 -0.376 0.29 -0.40 0.04
H -1.024 1.433 0.942 -0.28 0.33 -0.05
```
Forces are in eV/Å.

Record order is preserved below.
HOMO energy: -14.0342 -9.3754 eV
Record order is preserved below.
Strongest force on any atom: 2.4 1.5 eV/Å
Record order is preserved below.
ΔE to the lowest compared entry with this formula, charge and spin: 20.5 47.7 kcal/mol